[1]
Entry from OMol25: 2 unconnected molecules or ions with the total composition C9H14N2O2 in a non-equilibrium geometry (ωB97M-V/def2-TZVPD).

Properties
HOMO ... -9.7 eV
Electronic energy ... -611.23295 a.u.
LUMO ... -0.3 eV
Energy relative to the best compared isomer or geometry (same formula, charge and spin) ... 82.62 kcal/mol

Last column: Löwdin charge in e.
Cartesian coordinates (Å):
O (-1.343708, -0.603122, -4.042901)  0.0281
O (3.010100, -0.602079, -2.224668)  -0.0474
N (0.994525, -0.648123, -3.381550)  0.1439
N (-0.194741, -2.619261, -3.733571)  0.0755
C (-2.003964, 1.580893, 2.759382)  -0.1755
C (0.299424, 0.938225, 2.934192)  -0.2272
C (0.230478, 2.344192, 2.238785)  -0.2180
C (2.071706, -1.376881, -2.732506)  -0.3928
C (0.852449, -3.441142, -3.218863)  -0.0172
C (-0.281883, -1.169033, -3.658789)  -0.4382
C (-1.046869, 0.281181, 2.811477)  -0.2144
C (1.991420, -2.815578, -2.653164)  -0.0056
C (-1.216351, 2.611699, 1.913741)  -0.2346
H (1.053250, 0.227381, 2.432482)  0.1146
H (0.553058, 3.169883, 2.935640)  0.1152
H (-2.068205, 1.974241, 3.887009)  0.1500
H (2.874812, -3.333528, -2.165532)  0.1335
H (-1.497656, -0.302610, 3.616759)  0.0868
H (0.692879, 2.377529, 1.307040)  0.0761
H (-2.937044, 1.408731, 2.146636)  0.1054
H (-1.164522, -2.894923, -3.693389)  0.1360
H (1.302928, 0.463078, -3.118881)  0.2558
H (0.835207, 1.031821, 3.900904)  0.1020
H (0.507451, -4.459962, -3.457143)  0.1282
H (-1.069262, -0.429392, 1.879933)  0.1309
H (-1.248740, 2.608613, 0.917669)  0.0534
H (-1.196742, 3.678165, 2.399309)  0.1354

Cartesian forces, eV/Å:
O 3.82 -1.53 1.90
O -4.01 -3.82 -2.37
N 1.41 2.73 2.05
N 0.55 1.76 1.13
C 0.13 -0.06 -0.70
C 3.31 -1.08 -0.70
C 0.22 -0.58 2.44
C 2.21 4.17 1.76
C -0.15 2.82 0.04
C -0.82 0.16 -2.03
C -2.17 0.52 -0.95
C -0.98 -2.13 -0.83
C 0.87 2.17 6.39
H -0.88 1.21 0.25
H 0.46 -1.18 -0.82
H -0.47 -0.91 -2.63
H -1.47 0.52 -0.95
H 0.82 -0.20 0.24
H 1.79 0.08 -1.17
H 0.34 -0.04 1.68
H 0.09 -0.97 -0.34
H -1.85 -3.86 -1.31
H -1.17 -0.01 0.03
H 1.20 0.14 0.94
H -0.23 1.67 1.41
H -1.40 -0.03 -3.85
H -1.62 -1.55 -1.64


[2]
Entry from OMol25: C9H14N2O5 in the gas phase in a non-equilibrium geometry (ωB97M-V/def2-TZVPD).

Properties
HOMO ... -9.5 eV
Electronic energy ... -837.07006 a.u.
LUMO ... 0.4 eV
Energy relative to the best compared isomer or geometry (same formula, charge and spin) ... 38.14 kcal/mol

Last column: Löwdin charge in e.
Cartesian coordinates (Å):
O (-1.207777, 1.997538, 0.069374)  0.1400
O (2.615938, 1.626131, 1.626386)  0.0990
O (-3.212206, 1.989780, -0.852575)  0.1591
O (3.019486, 1.425382, -0.561307)  0.1038
O (0.154549, -0.456955, -1.894811)  0.0833
N (-0.705725, -0.490434, 0.104480)  -0.0280
N (2.513915, -1.609032, -1.369030)  0.0595
C (-2.260183, -1.973402, 1.075181)  -0.1347
C (1.578194, -1.480862, -0.252862)  -0.2725
C (2.686445, 0.915943, 0.487053)  -0.4894
C (-0.900221, -1.143480, 1.457107)  -0.0582
C (0.280132, -0.806076, -0.738519)  -0.4234
C (-2.280643, 1.419605, -0.435999)  -0.5046
C (-2.002988, -0.119270, -0.366249)  -0.2029
C (2.377922, -0.575804, 0.726617)  -0.0605
C (-3.061449, -0.804602, 0.513524)  -0.1263
H (-1.331601, 2.923846, 0.235539)  0.1222
H (-3.386494, -0.122002, 1.351947)  0.1379
H (1.923565, -2.000262, -2.103961)  0.0849
H (-0.004575, -1.781700, 1.761545)  0.1208
H (-3.981857, -1.179675, -0.044048)  0.1423
H (-1.030833, -0.352801, 2.202525)  0.1170
H (-2.000323, -0.381551, -1.386300)  0.1393
H (-1.991494, -2.785221, 0.359757)  0.1223
H (-2.727955, -2.494699, 1.916312)  0.1001
H (1.996967, -0.545851, 1.815320)  0.1302
H (1.467638, -2.510223, 0.171721)  0.1545
H (2.844706, 2.549918, 1.517018)  0.1216
H (3.332461, -1.107103, 0.900351)  0.1328
H (2.769292, -0.763720, -1.737525)  0.0300

Cartesian forces, eV/Å:
O 1.38 0.22 0.90
O -0.44 -0.93 0.82
O -2.41 0.82 -0.88
O -0.38 -0.55 0.63
O 0.49 -0.20 -0.96
N -0.31 -1.06 3.79
N -1.76 -3.70 0.29
C 1.68 0.48 1.52
C 1.59 1.33 -0.07
C 0.30 -0.03 -1.64
C 0.16 -1.70 -1.49
C -0.03 0.34 -0.48
C 2.49 -2.29 0.93
C -1.26 1.81 -0.53
C -0.36 -0.08 3.57
C -1.00 -0.89 -0.27
H -0.34 1.00 -0.23
H 0.24 -0.75 -0.87
H 0.53 -0.18 -0.25
H -1.31 0.85 -0.56
H 1.21 0.86 0.55
H -0.29 -0.29 -0.01
H -0.57 -0.74 -1.39
H -0.15 0.90 0.13
H 0.03 0.37 0.07
H -0.06 -0.32 -1.69
H -0.28 1.02 -0.06
H 0.23 0.28 -0.61
H -0.12 0.47 -0.49
H 0.73 2.97 -0.73


[3]
Entry from OMol25: a gas-phase ion, C9H14N3 (charge +1) in a non-equilibrium geometry (ωB97M-V/def2-TZVPD).

Properties
HOMO (alpha / beta) ... -12.0 / -12.0 eV
Electronic energy ... -515.27424 a.u.
LUMO (alpha / beta) ... -4.6 / -4.6 eV
Energy relative to the best compared isomer or geometry (same formula, charge and spin) ... 61.23 kcal/mol
Total charge ... +1

Last column: Löwdin charge in e.
Cartesian coordinates (Å):
N (-1.399097, 0.814383, -0.433007)  -0.1229
N (-1.280708, -1.592976, 1.125809)  0.0851
N (-2.371625, -0.248487, -0.559818)  -0.0336
C (1.767760, 0.568571, 1.252516)  -0.0255
C (-1.854016, -1.653149, -0.256212)  -0.0832
C (2.542995, -0.790076, -1.061227)  -0.0577
C (3.237721, 0.305559, -0.623889)  -0.0304
C (-0.286396, -0.788069, 1.386044)  -0.0500
C (1.331431, -1.136673, -0.464604)  0.0167
C (-2.039876, 2.103146, -0.735102)  -0.0675
C (0.938284, -0.473501, 0.765419)  -0.2077
C (2.938420, 0.963766, 0.629344)  -0.0177
H (-0.288823, -0.424568, 2.441096)  0.1611
H (4.157754, 0.658883, -1.219347)  0.1471
H (-3.112435, 0.024643, 0.046839)  0.0963
H (3.447284, 1.802032, 1.120101)  0.1217
H (2.970817, -1.230187, -1.860151)  0.0806
H (-0.707725, 0.594832, -1.171684)  0.1232
H (-1.834927, 2.251361, -1.819382)  0.1004
H (-1.110412, -1.972365, -0.929056)  0.0884
H (1.445784, 1.014512, 2.156301)  0.1060
H (-2.737144, -2.253733, -0.285046)  0.1253
H (-3.073195, 2.129285, -0.372395)  0.0882
H (0.813049, -1.948681, -0.837778)  0.0793
H (-2.003521, -1.609623, 1.908602)  0.1941
H (-1.491395, 2.891114, -0.203362)  0.0828

Cartesian forces, eV/Å:
N 0.28 -1.69 0.33
N -1.59 0.25 0.42
N 1.28 -1.46 -1.19
C -0.27 -1.23 -0.33
C -1.23 3.47 1.39
C -1.86 1.68 2.24
C 2.48 2.38 1.54
C 0.31 0.59 3.03
C 1.60 1.83 2.13
C 1.28 0.21 -0.56
C 1.45 -0.58 -3.63
C -1.06 -0.66 -1.25
H -0.27 -0.15 -0.78
H -1.53 -0.68 1.08
H -0.79 -0.27 0.58
H 0.29 -0.48 -0.80
H 0.68 -1.89 -2.71
H -0.36 0.40 0.60
H -1.21 0.41 0.63
H 0.57 -0.16 -0.90
H -0.10 0.62 0.85
H -0.23 -0.67 0.12
H 0.16 -0.06 -0.59
H -1.01 -1.50 -0.59
H 1.26 -0.15 -1.57
H -0.13 -0.21 -0.05


[4]
Entry from OMol25: a gas-phase ion, C9H14N3 (charge +1) in a non-equilibrium geometry (ωB97M-V/def2-TZVPD).

Properties
HOMO (alpha / beta) ... -10.6 / -12.9 eV
Electronic energy ... -515.31394 a.u.
LUMO (alpha / beta) ... -2.5 / -4.5 eV
Energy relative to the best compared isomer or geometry (same formula, charge and spin) ... 0.00 kcal/mol
Total charge ... +1
Multiplicity ... 3

Last column: Löwdin charge in e.
Cartesian coordinates (Å):
N (0.402812, -1.058801, 0.078136)  0.1851
N (-2.572497, 0.852287, -0.940956)  0.1677
N (-0.117567, -0.464758, -1.960858)  0.1482
C (2.601552, -2.217006, -0.223715)  -0.0021
C (-0.476729, 0.707398, 2.079978)  -0.1145
C (-1.774684, 0.481212, 1.357151)  -0.1158
C (-0.523699, -0.366310, -0.656326)  -0.2210
C (-1.605160, 0.331622, -0.141605)  -0.2642
C (0.255295, 2.338752, 0.438936)  0.0670
C (0.445324, 1.592413, 1.584435)  -0.1822
C (1.079119, -1.134313, -2.009483)  -0.0020
C (1.418963, -1.494338, -0.743288)  -0.2547
H (1.410116, 1.639186, 2.072984)  0.1121
H (1.087933, 2.809828, -0.054925)  0.0701
H (-0.568786, -0.041574, -2.752905)  0.1661
H (-0.722597, 2.568649, 0.064421)  0.0615
H (3.316795, -1.516606, 0.207054)  0.0942
H (0.443628, -1.001526, 1.088368)  0.1509
H (-2.428924, 1.344618, 1.524437)  0.1344
H (-2.275802, -0.401917, 1.764109)  0.1338
H (-2.716543, 0.502478, -1.873651)  0.1128
H (2.302962, -2.921652, 0.549099)  0.0921
H (-3.360869, 1.309985, -0.513907)  0.1196
H (1.596816, -1.301013, -2.930234)  0.1358
H (3.099564, -2.759818, -1.023617)  0.0943
H (-0.317019, 0.201202, 3.016362)  0.1108

Cartesian forces, eV/Å:
N -0.16 0.40 -0.59
N 0.23 0.03 -0.17
N -0.31 0.14 0.67
C 0.11 0.03 0.02
C -0.63 0.42 0.14
C 0.28 -0.04 -0.21
C 0.13 -0.25 -0.24
C -0.70 -0.58 0.57
C 0.49 0.40 0.34
C 0.41 0.01 -0.11
C 0.36 -0.32 0.27
C -0.11 -0.09 -0.42
H 0.13 -0.01 0.00
H 0.10 0.28 0.08
H -0.02 0.06 0.05
H -0.23 -0.10 -0.28
H 0.05 0.00 0.06
H 0.01 -0.08 -0.20
H -0.13 -0.08 0.05
H -0.13 0.08 -0.07
H -0.09 0.06 0.03
H 0.04 -0.10 0.02
H 0.01 -0.05 -0.04
H 0.10 -0.08 -0.18
H -0.01 -0.01 0.02
H 0.07 -0.11 0.19


[5]
Entry from OMol25: a gas-phase ion, C9H14N3O (charge +1) in a non-equilibrium geometry (ωB97M-V/def2-TZVPD).

Properties
HOMO (alpha / beta) ... -8.6 / -13.0 eV
Electronic energy ... -590.42870 a.u.
LUMO (alpha / beta) ... -2.7 / -6.3 eV
Energy relative to the best compared isomer or geometry (same formula, charge and spin) ... 0.00 kcal/mol
Total charge ... +1
Multiplicity ... 3

Last column: Löwdin charge in e.
Cartesian coordinates (Å):
O (-2.224083, -0.607426, 1.329859)  -0.0360
N (-1.322792, 1.474924, -1.112404)  0.1394
N (-0.825298, 1.417776, 1.323310)  0.2525
N (-2.447825, -0.854942, -0.944982)  0.0872
C (3.004582, 0.894237, -0.273894)  -0.0533
C (-0.374274, -1.737654, -0.004255)  -0.0113
C (2.223008, -1.363768, 0.201804)  0.0053
C (-1.508084, -0.700437, 0.102752)  -0.4873
C (0.894538, -0.917570, -0.080172)  -0.1310
C (-0.798286, 0.775439, -0.118519)  -0.3603
C (1.682845, 1.292576, -0.314360)  -0.0685
C (0.698416, 0.418236, -0.229307)  -0.1776
C (3.271080, -0.441847, 0.073398)  -0.0459
H (-2.987930, -1.326959, 1.358154)  0.2024
H (-1.496209, 2.281211, 1.445641)  0.2271
H (-2.921984, -1.726228, -0.904961)  0.0873
H (-1.213640, 0.638071, 1.817526)  0.0924
H (-0.613119, -2.329622, -0.839517)  0.1060
H (-0.692543, 2.136600, -1.551799)  0.1161
H (-2.250678, 1.691189, -1.464291)  0.1332
H (-0.318357, -2.419642, 0.976833)  0.1844
H (0.122680, 1.645774, 1.557300)  0.1319
H (4.294308, -0.791152, 0.108352)  0.1134
H (1.577470, 2.361152, -0.648949)  0.1490
H (3.931776, 1.465472, -0.314942)  0.1212
H (-2.012244, -0.874239, -1.878148)  0.1207
H (2.306632, -2.401170, 0.385583)  0.1014

Cartesian forces, eV/Å:
O -1.81 -2.77 -0.10
N 0.03 3.12 -3.05
N -2.22 2.67 -0.64
N -0.47 0.69 -1.61
C 5.72 -3.83 1.11
C 1.14 0.46 3.98
C 2.53 -0.16 -0.03
C 0.06 1.28 -0.66
C -2.75 -0.52 -0.09
C 0.92 -3.12 1.54
C -1.76 5.49 -1.26
C -3.63 -0.09 -0.15
C -0.66 -0.33 -0.71
H 2.42 2.25 -0.02
H 1.68 -2.12 -0.43
H -0.57 -0.96 0.36
H -0.37 -0.39 1.57
H 0.25 -1.15 -1.03
H 0.12 -0.22 0.08
H -0.16 -1.01 1.13
H -0.19 1.15 -2.01
H 0.54 0.32 0.47
H -0.01 0.06 0.30
H -0.63 -1.01 0.60
H -0.84 0.65 -0.28
H -0.08 0.36 0.66
H 0.75 -0.82 0.28


[6]
Entry from OMol25: a gas-phase ion, C9H14N3S (charge +1) in a non-equilibrium geometry (ωB97M-V/def2-TZVPD).

Properties
HOMO ... -10.0 eV
Electronic energy ... -913.38710 a.u.
LUMO ... -3.5 eV
Energy relative to the best compared isomer or geometry (same formula, charge and spin) ... 75.37 kcal/mol
Total charge ... +1

Last column: Löwdin charge in e.
Cartesian coordinates (Å):
S (0.506331, 1.459967, -0.918196)  1.0858
N (-4.007696, -0.773392, -0.096843)  0.1448
N (1.760139, 1.650735, 1.283015)  -0.0491
N (0.854783, 2.291718, 0.394243)  -0.3586
C (3.931829, -1.223816, 0.342458)  -0.0467
C (-2.045923, 0.735111, 0.256047)  -0.2737
C (3.510460, -0.086827, 1.068881)  -0.0270
C (-3.567084, 0.676730, -0.201798)  -0.1427
C (-0.954657, -0.049265, -0.504086)  -0.2894
C (3.095549, -1.727796, -0.720640)  -0.1054
C (1.735331, 0.205820, -0.532770)  -0.3716
C (2.071681, -1.014684, -1.224873)  -0.0867
C (2.400089, 0.647218, 0.607123)  -0.3350
H (4.923702, -1.733124, 0.707201)  0.1448
H (-4.801937, -0.998158, -0.742186)  0.1808
H (-3.230982, -1.455842, -0.419746)  0.1857
H (-3.721787, 1.112581, -1.175802)  0.1198
H (-2.115557, 0.842463, 1.333796)  0.1015
H (-4.200584, -1.083534, 0.876349)  0.1792
H (-1.782213, 1.895098, 0.162515)  0.1161
H (1.555375, -1.307950, -2.162089)  0.1269
H (2.294973, 2.297123, 2.001642)  0.2077
H (3.287469, -2.678379, -1.122625)  0.0886
H (-1.117717, -0.314388, -1.555676)  0.0561
H (4.280557, 0.331321, 1.805326)  0.1362
H (-0.425931, -0.888832, 0.026613)  0.0807
H (-4.236213, 1.190113, 0.512122)  0.1313

Cartesian forces, eV/Å:
S 0.58 -2.09 2.92
N 0.62 -2.02 -1.54
N 0.40 1.55 0.31
N 0.07 1.32 -0.09
C -0.07 0.07 1.16
C -0.87 3.17 -1.11
C 2.63 -0.44 -0.54
C 1.36 -0.18 1.59
C -0.11 0.29 0.82
C 1.84 0.16 1.58
C 0.95 -0.14 -1.60
C -1.37 2.41 0.02
C 0.12 -1.45 0.57
H -2.27 0.81 -1.03
H 0.45 0.26 1.02
H -0.96 1.53 0.45
H -0.17 -0.56 -0.51
H 0.76 -1.40 0.44
H -0.17 0.53 -0.72
H -0.49 -1.84 -0.40
H 0.25 0.14 0.92
H -1.70 -1.60 -2.39
H 0.58 -1.02 -0.63
H -0.61 -0.03 0.26
H -1.67 -0.55 -0.78
H -0.68 1.04 -0.38
H 0.54 0.03 -0.36